# 1
Density functional theory data (ωB97M-V with the def2-TZVPD basis set) for a single C7H13OP molecule in a non-equilibrium geometry.

```
22
C7H13OP (ωB97M-V with the def2-TZVPD basis set)
C 0.36024 2.22622 1.15181
C 1.20306 1.40006 0.49441
C -0.75445 1.71071 1.72317
C -0.74514 -0.65563 -0.12250
C -1.29073 -1.95971 -0.00241
C -1.35866 0.19887 -1.23233
C 2.13405 -0.89208 -0.93581
O 1.31916 -1.22629 1.55161
P 0.92888 -0.38764 0.38456
H 0.61951 3.23799 1.11304
H 2.10892 1.86778 0.00651
H -0.99536 0.65760 1.34976
H -1.49943 2.40180 2.11060
H -0.79928 -2.30335 0.98235
H -0.96216 -2.70837 -0.80726
H -2.42943 -1.93104 0.17149
H -1.02725 -0.18571 -2.17442
H -1.28919 1.42067 -1.08877
H -2.45482 0.12582 -1.15791
H 1.73168 -1.76619 -1.42726
H 2.25850 -0.02576 -1.77648
H 2.94190 -1.20574 -0.31417
```

## Properties
LUMO (alpha / beta) = -0.0210 / -0.0324 Eh
total charge = 0


# 2
Density functional theory data (ωB97M-V with the def2-TZVPD basis set) for a single C7H13PS molecule in a non-equilibrium geometry.

```
22
C7H13PS (ωB97M-V with the def2-TZVPD basis set)
C 0.97491 1.11934 -0.74673
C 0.60795 0.12125 -1.58381
C 0.20550 1.37160 0.53135
C -0.40449 0.20858 1.21715
C -0.85929 2.33887 0.12075
C 0.39542 -0.78638 1.92524
C -0.48397 -2.47583 -1.78002
P -0.97061 -0.78783 -1.41028
S -2.25752 -0.36210 -2.80524
H 1.89146 1.68975 -0.96804
H 0.97794 0.26535 -2.63714
H 0.81730 1.80791 1.23425
H -1.45266 0.25074 1.29652
H -1.65406 2.13016 0.76737
H -1.28366 2.10922 -0.92446
H -0.44992 3.43393 0.07157
H 1.41488 -0.82327 1.69809
H -0.08082 -1.82584 1.61986
H 0.51981 -0.79925 3.08171
H -0.26648 -2.42590 -2.82860
H 0.43860 -2.76734 -1.40413
H -1.29504 -3.10636 -1.65681
```

## Properties
LUMO (alpha / beta) = -0.0032 / -0.0418 Eh
total charge = 0


# 3
Density functional theory data (ωB97M-V with the def2-TZVPD basis set) for a single C7H13PSi molecule in a non-equilibrium geometry.

```
22
C7H13PSi (ωB97M-V with the def2-TZVPD basis set)
C 1.83274 1.69502 0.73127
Si 1.16102 -0.10074 0.00790
C 0.80399 -0.49978 -1.78183
C 2.10207 -1.42107 1.08508
P -0.96053 -0.05543 1.23363
C -1.70398 1.24973 0.30229
C -2.79425 0.90609 -0.45502
C -2.98235 -0.54179 -0.39945
C -2.04845 -1.20762 0.34046
H 2.09125 2.56512 0.00190
H 1.30702 2.20161 1.52435
H 2.78651 1.49664 1.25345
H 1.48315 -0.14875 -2.65554
H 0.87066 -1.53448 -2.06332
H -0.19570 -0.01229 -1.96061
H 2.40276 -2.40226 0.54686
H 3.13715 -1.00321 1.40080
H 1.54128 -1.68435 1.99879
H -1.60153 2.28363 0.55780
H -3.34212 1.38938 -1.24680
H -3.69515 -0.92221 -1.07686
H -2.19553 -2.25322 0.65487
```

## Properties
SMILES = C[Si](C)(C)P1=CC=CC=1
LUMO = 0.0238 Eh
total charge = 0


# 4
Density functional theory data (ωB97M-V with the def2-TZVPD basis set) for a molecular structure, C7H14 in a non-equilibrium geometry.

```
21
C7H14 (ωB97M-V with the def2-TZVPD basis set)
C -1.04605 2.31797 0.47177
C 0.11795 1.09222 -0.79195
C 1.38947 0.17390 -0.77260
C 0.45227 -1.04963 -0.71652
C 0.86293 -2.21846 0.14495
C -0.71123 -0.10010 -0.25445
C -0.98147 0.01862 1.29608
H 0.37261 1.94263 0.24414
H -0.80480 3.18201 -0.08967
H -2.10962 2.02580 0.17394
H -0.11822 1.29419 -1.85370
H 2.08501 0.23677 -1.62282
H 1.95687 0.29614 0.15317
H 0.24969 -1.41480 -1.74012
H 1.09025 -1.87009 1.15708
H 0.05662 -2.95857 0.19057
H 1.75360 -2.70122 -0.27011
H -1.63468 -0.31159 -0.81015
H -1.67319 0.79606 1.73863
H -0.00455 0.22403 1.75451
H -1.30345 -0.97588 1.59725
```

## Properties
LUMO = 0.0240 Eh
total charge = 0


# 5
Density functional theory data (ωB97M-V with the def2-TZVPD basis set) for a single C7H14 molecule in a non-equilibrium geometry.

```
21
C7H14 (ωB97M-V with the def2-TZVPD basis set)
C 1.44174 -2.88018 -0.01749
C 0.23425 -2.27620 -0.16630
C 0.08754 -1.31719 -1.27045
C -0.08590 0.18468 -0.88130
C -0.37128 0.26997 0.56851
C -0.86515 1.60316 1.20535
C -0.26377 2.84071 0.44041
H 2.30787 -2.25543 -0.31185
H 1.54448 -3.85675 0.47008
H -0.67433 -2.77803 0.35639
H 0.90439 -1.68639 -2.01635
H -0.82514 -1.54951 -1.90686
H 0.93562 0.76029 -1.08551
H -0.93857 0.57700 -1.57889
H 0.59113 0.03064 1.05506
H -1.10912 -0.49922 1.02552
H -0.55250 1.73997 2.22160
H -2.01403 1.58156 1.16022
H 0.73831 2.72428 0.47666
H -0.61926 3.71365 0.92909
H -0.46627 3.07299 -0.67388
```

## Properties
SMILES = C=CCCCCC
LUMO = 0.0413 Eh
total charge = 0


# 6
Density functional theory data (ωB97M-V with the def2-TZVPD basis set) for 3 unconnected molecules or ions with the total composition C7H14.

```
21
C7H14 (ωB97M-V with the def2-TZVPD basis set)
C 1.79751 0.74617 -0.88692
C 0.78430 0.35231 -1.63404
C -0.08424 0.62278 -2.78300
C -0.14300 -0.71075 -2.03510
H 2.24482 1.72899 -1.00610
H 2.22621 0.09619 -0.12992
H -0.93010 1.30025 -2.67961
H 0.38840 0.64065 -3.76272
H 0.25308 -1.60228 -2.51553
H -1.02316 -0.88929 -1.42203
H -2.52549 0.09344 -0.17435
H -2.59990 0.68647 -0.61693
C -1.37548 -0.52363 2.20210
C -0.13673 -0.21341 1.83103
C 1.06922 -1.05294 2.13689
H -1.59260 -1.44517 2.73850
H -2.21533 0.13427 1.99664
H 0.04208 0.71172 1.28193
H 1.68616 -0.57122 2.90546
H 0.78346 -2.04447 2.49995
H 1.70493 -1.18775 1.25635
```

## Properties
SMILES = C=C1CC1.[H][H].C=CC
LUMO = 0.0445 Eh
total charge = 0